(1)
160
Properties=species:S:1:pos:R:3:lowdin_charge:R:1 method="wB97M-V/def2-TZVPD" orbital_gap_ev=9.23 charge=0
F -3.194 44.499 -8.973 0.0562
C -2.636 45.583 -8.416 -0.2687
C -1.393 45.454 -7.765 -0.0190
C -0.848 46.556 -7.119 -0.0860
C -1.507 47.784 -7.243 -0.1034
C -2.712 47.931 -7.903 -0.0878
C -3.329 46.810 -8.451 -0.0166
H -0.745 44.590 -7.783 0.1091
H 0.155 46.545 -6.719 0.1022
H -0.989 48.660 -6.883 0.0972
H -3.280 48.827 -8.109 0.1048
H -4.311 46.821 -8.900 0.1122
F -2.791 53.150 -12.609 0.0407
C -3.112 53.254 -13.931 -0.2609
C -4.240 52.570 -14.409 -0.0245
C -4.599 52.715 -15.750 -0.0662
C -3.696 53.344 -16.664 -0.0999
C -2.591 53.990 -16.202 -0.0978
C -2.330 54.000 -14.818 -0.0125
H -4.806 52.081 -13.630 0.1118
H -5.476 52.172 -16.068 0.0971
H -4.002 53.331 -17.700 0.0974
H -1.969 54.517 -16.911 0.1058
H -1.489 54.619 -14.545 0.1089
F 0.112 59.435 -8.537 0.0745
C -0.681 58.922 -7.617 -0.3036
C -0.721 57.534 -7.521 -0.0170
C -1.402 56.981 -6.452 -0.0888
C -2.084 57.790 -5.548 -0.1151
C -2.190 59.166 -5.724 -0.0751
C -1.464 59.769 -6.791 0.0051
H -0.187 56.951 -8.257 0.1154
H -1.534 55.929 -6.247 0.1039
H -2.701 57.301 -4.808 0.0974
H -2.726 59.699 -4.953 0.0991
H -1.410 60.843 -6.885 0.1042
F -3.687 60.303 1.901 0.0369
C -3.670 59.013 2.337 -0.2641
C -2.733 58.073 1.833 -0.0030
C -2.781 56.742 2.320 -0.0764
C -3.661 56.410 3.364 -0.1081
C -4.502 57.371 3.912 -0.0810
C -4.534 58.689 3.389 -0.0115
H -1.989 58.332 1.094 0.1059
H -2.143 55.970 1.917 0.0980
H -3.600 55.427 3.807 0.0965
H -5.097 57.073 4.764 0.0977
H -5.207 59.486 3.670 0.1089
F -8.247 53.004 -5.215 0.0425
C -8.549 53.343 -3.930 -0.2634
C -7.629 53.084 -2.932 -0.0160
C -8.067 53.282 -1.625 -0.1002
C -9.314 53.790 -1.309 -0.0855
C -10.247 54.081 -2.353 -0.0694
C -9.832 53.803 -3.624 -0.0386
H -6.606 52.855 -3.191 0.1166
H -7.372 53.026 -0.839 0.1019
H -9.590 53.775 -0.265 0.0949
H -11.243 54.408 -2.093 0.1027
H -10.501 54.004 -4.449 0.1146
C 6.320 57.197 -4.944 -0.0222
C 7.090 58.306 -5.697 -0.4632
O 7.781 59.077 -5.045 0.0430
C 7.160 58.363 -7.209 -0.0280
H 5.569 57.502 -4.215 0.0790
H 7.078 56.653 -4.381 0.0788
H 5.872 56.452 -5.601 0.0676
H 6.139 58.272 -7.580 0.0782
H 7.898 57.687 -7.641 0.0876
H 7.485 59.363 -7.497 0.0791
C -3.791 60.593 -13.926 -0.0252
C -4.200 62.059 -13.843 -0.5026
O -4.003 62.836 -14.739 0.0742
C -4.931 62.473 -12.576 -0.0287
H -3.594 60.429 -14.985 0.0789
H -4.622 59.921 -13.712 0.0761
H -2.939 60.305 -13.310 0.0844
H -4.364 62.119 -11.715 0.0804
H -5.974 62.170 -12.666 0.0859
H -4.966 63.560 -12.507 0.0766
C 0.806 48.936 -0.220 -0.0195
C 0.433 50.088 -1.123 -0.4826
O -0.699 50.514 -1.303 0.0506
C 1.533 50.738 -1.956 -0.0371
H 1.531 48.335 -0.769 0.0788
H -0.065 48.302 -0.054 0.0860
H 1.281 49.399 0.644 0.0905
H 2.038 50.085 -2.667 0.0770
H 2.286 51.213 -1.326 0.0793
H 1.134 51.491 -2.635 0.0769
C -7.927 61.927 -0.898 -0.0225
C -8.221 63.438 -0.829 -0.4658
O -8.225 64.070 -1.888 0.0314
C -8.032 64.133 0.483 -0.0325
H -8.492 61.463 -1.706 0.0793
H -8.131 61.470 0.070 0.0713
H -6.882 61.867 -1.203 0.0890
H -7.578 65.116 0.358 0.0862
H -7.501 63.534 1.223 0.0783
H -9.005 64.324 0.936 0.0853
C -9.267 57.438 -11.350 -0.0361
C -8.842 57.559 -9.908 -0.4508
O -9.587 57.962 -9.012 0.0436
C -7.311 57.304 -9.657 -0.0240
H -8.540 57.823 -12.066 0.0794
H -10.225 57.949 -11.448 0.0839
H -9.277 56.379 -11.605 0.0872
H -6.869 56.690 -10.442 0.0634
H -7.073 56.838 -8.701 0.0757
H -6.767 58.238 -9.798 0.0777
C -3.416 67.015 -3.926 -0.0290
C -3.013 66.764 -5.361 -0.4537
O -1.798 66.671 -5.660 0.0187
C -4.156 66.705 -6.365 -0.0299
H -3.575 66.062 -3.422 0.0889
H -4.374 67.534 -3.957 0.0745
H -2.606 67.536 -3.416 0.0864
H -4.857 67.523 -6.201 0.0770
H -4.776 65.822 -6.213 0.0867
H -3.793 66.727 -7.393 0.0804
C 4.123 66.928 -11.087 -0.0296
C 4.962 66.050 -10.186 -0.4576
O 5.993 65.492 -10.588 0.0328
C 4.426 65.674 -8.795 -0.0280
H 4.388 67.954 -10.832 0.0859
H 3.042 66.863 -10.962 0.0798
H 4.352 66.756 -12.139 0.0814
H 5.224 65.267 -8.175 0.0777
H 3.638 64.927 -8.894 0.0831
H 3.984 66.527 -8.281 0.0746
C 2.972 50.611 -11.628 -0.0193
C 3.447 51.839 -10.781 -0.4615
O 2.858 52.142 -9.747 0.0384
C 4.703 52.573 -11.214 -0.0282
H 1.925 50.386 -11.424 0.0771
H 3.600 49.771 -11.332 0.0788
H 3.100 50.766 -12.699 0.0688
H 4.815 53.531 -10.707 0.0804
H 4.604 52.743 -12.286 0.0778
H 5.528 51.924 -10.922 0.0876
C 2.500 62.255 -14.682 -0.0322
C 2.666 60.733 -14.653 -0.4279
O 1.833 59.983 -15.288 -0.0062
C 3.947 60.203 -14.059 -0.0325
H 3.457 62.743 -14.864 0.0799
H 1.963 62.636 -13.813 0.0822
H 1.806 62.465 -15.496 0.0780
H 4.133 60.690 -13.102 0.0852
H 4.745 60.385 -14.779 0.0921
H 3.730 59.138 -13.981 0.0815
C 3.247 64.925 -2.078 -0.0325
C 2.652 63.614 -1.791 -0.5315
O 1.857 63.470 -0.870 0.0576
C 2.917 62.532 -2.756 -0.0314
H 2.809 65.250 -3.021 0.0915
H 4.293 64.796 -2.355 0.0884
H 3.070 65.728 -1.362 0.0900
H 2.027 61.904 -2.731 0.0894
H 3.816 61.993 -2.456 0.0946
H 3.054 62.830 -3.796 0.0840


(2)
195
Properties=species:S:1:pos:R:3:lowdin_charge:R:1 method="wB97M-V/def2-TZVPD" de_lowest_ev=10.021 orbital_gap_ev=9.85 charge=0
C 26.125 -17.196 -11.077 -0.0157
C 24.811 -17.230 -11.894 -0.2978
C 24.993 -17.573 -13.386 -0.1292
O 24.093 -18.609 -13.538 0.0553
C 23.486 -18.943 -12.320 -0.5070
O 22.712 -19.876 -12.181 0.1334
O 23.966 -18.215 -11.332 0.1027
H 26.438 -18.180 -10.727 0.0905
H 26.038 -16.702 -10.109 0.0753
H 26.974 -16.705 -11.552 0.0834
H 24.280 -16.279 -11.854 0.1450
H 26.030 -17.724 -13.684 0.1358
H 24.596 -16.726 -13.946 0.1281
C 9.821 -20.580 -8.163 -0.0155
C 10.257 -20.112 -6.784 -0.3874
C 10.646 -21.262 -5.933 -0.1033
O 11.849 -20.830 -5.355 0.1046
C 12.351 -19.805 -5.980 -0.5683
O 13.405 -19.314 -5.731 0.1646
O 11.391 -19.366 -6.844 0.1014
H 8.876 -21.113 -8.056 0.0881
H 10.493 -21.355 -8.530 0.0872
H 9.644 -19.838 -8.942 0.0877
H 9.427 -19.583 -6.315 0.1566
H 10.886 -22.179 -6.472 0.1398
H 9.843 -21.475 -5.227 0.1440
C 18.717 -15.604 -12.135 -0.0138
C 18.862 -14.467 -13.149 -0.3425
C 19.593 -14.878 -14.427 -0.1398
O 18.925 -14.123 -15.357 0.0888
C 17.704 -13.820 -14.859 -0.5023
O 16.831 -13.226 -15.488 0.1371
O 17.592 -14.317 -13.615 0.0852
H 17.966 -15.546 -11.347 0.0863
H 19.640 -15.758 -11.577 0.0757
H 18.622 -16.590 -12.591 0.0874
H 19.223 -13.488 -12.834 0.1640
H 19.650 -15.941 -14.662 0.1391
H 20.644 -14.620 -14.297 0.1350
C 22.247 -27.340 -11.530 -0.0166
C 23.735 -27.015 -11.315 -0.2697
C 24.405 -27.699 -10.115 -0.1755
O 25.553 -28.340 -10.486 0.0628
C 25.603 -28.323 -11.892 -0.4981
O 26.427 -28.927 -12.486 0.1776
O 24.492 -27.684 -12.359 0.0551
H 21.894 -26.715 -12.350 0.0797
H 21.677 -27.148 -10.620 0.0830
H 22.068 -28.397 -11.725 0.0924
H 24.028 -25.968 -11.380 0.1503
H 23.680 -28.392 -9.687 0.1266
H 24.595 -27.055 -9.257 0.1331
C 25.867 -20.957 -5.739 -0.0351
C 26.678 -22.159 -5.453 -0.3626
C 26.425 -23.371 -6.350 -0.1273
O 27.675 -23.711 -6.790 0.0700
C 28.653 -22.877 -6.287 -0.4727
O 29.854 -23.119 -6.319 0.1371
O 28.033 -21.849 -5.670 0.0859
H 25.941 -20.788 -6.813 0.0877
H 26.266 -20.044 -5.298 0.0934
H 24.801 -21.080 -5.547 0.0930
H 26.578 -22.338 -4.382 0.1549
H 25.696 -22.991 -7.066 0.1346
H 26.057 -24.066 -5.595 0.1422
C 21.273 -13.292 -7.284 -0.0355
C 22.782 -13.145 -7.341 -0.2935
C 23.168 -11.667 -7.056 -0.1396
O 24.163 -11.812 -6.104 0.0436
C 24.254 -13.121 -5.587 -0.4383
O 25.080 -13.489 -4.755 0.1299
O 23.360 -13.921 -6.258 0.0660
H 21.185 -14.375 -7.371 0.0872
H 20.768 -12.786 -8.107 0.0843
H 20.705 -12.787 -6.502 0.0914
H 23.220 -13.554 -8.252 0.1509
H 22.314 -11.043 -6.794 0.1243
H 23.483 -11.167 -7.972 0.1297
C 20.198 -9.199 -2.255 0.0030
C 20.758 -10.504 -1.552 -0.2709
C 20.224 -10.874 -0.187 -0.1310
O 19.956 -12.214 -0.307 0.0933
C 19.995 -12.592 -1.576 -0.5909
O 19.636 -13.700 -1.957 0.1178
O 20.471 -11.658 -2.345 0.1085
H 20.664 -8.952 -3.209 0.0767
H 20.428 -8.384 -1.568 0.0795
H 19.117 -9.294 -2.361 0.0856
H 21.847 -10.480 -1.516 0.1507
H 19.277 -10.389 0.051 0.1360
H 20.811 -10.601 0.690 0.1411
C 18.545 -25.433 -1.872 -0.0076
C 17.308 -24.603 -1.551 -0.3268
C 16.229 -24.452 -2.598 -0.0704
O 15.004 -24.832 -1.949 0.0806
C 15.259 -25.390 -0.782 -0.5392
O 14.511 -26.098 -0.100 0.1126
O 16.579 -25.246 -0.524 0.0644
H 19.299 -25.378 -1.087 0.0890
H 18.971 -25.160 -2.838 0.0856
H 18.226 -26.466 -2.015 0.0896
H 17.571 -23.635 -1.126 0.1511
H 16.339 -25.134 -3.441 0.1368
H 16.182 -23.423 -2.955 0.1351
C 23.894 -29.363 -3.466 -0.0175
C 25.304 -30.023 -3.344 -0.2854
C 25.569 -31.214 -4.241 -0.0968
O 26.799 -30.863 -4.886 0.0531
C 27.145 -29.569 -4.562 -0.5418
O 28.150 -28.987 -4.903 0.1475
O 26.179 -29.005 -3.852 0.0819
H 23.707 -29.090 -4.505 0.0857
H 23.652 -28.461 -2.903 0.0808
H 23.176 -30.117 -3.144 0.0770
H 25.516 -30.319 -2.317 0.1499
H 24.808 -31.401 -4.999 0.1333
H 25.772 -32.136 -3.697 0.1324
C 23.569 -17.614 0.078 -0.0138
C 23.181 -18.792 0.991 -0.3437
C 21.726 -19.290 1.024 -0.0861
O 21.744 -20.431 0.168 0.0394
C 23.076 -20.770 -0.038 -0.4540
O 23.392 -21.784 -0.718 0.0896
O 23.869 -19.938 0.665 0.0935
H 23.464 -17.894 -0.970 0.0878
H 24.624 -17.353 0.156 0.0824
H 23.106 -16.643 0.255 0.0845
H 23.460 -18.463 1.993 0.1502
H 20.978 -18.550 0.737 0.1368
H 21.514 -19.724 2.001 0.1333
C 17.337 -23.769 -13.042 -0.0288
C 16.050 -24.079 -12.405 -0.3676
C 15.949 -25.465 -11.873 -0.1339
O 15.654 -25.342 -10.527 0.0981
C 15.610 -24.054 -10.159 -0.5181
O 15.408 -23.614 -9.036 0.1305
O 15.772 -23.303 -11.267 0.0992
H 17.452 -22.751 -13.417 0.0891
H 17.485 -24.365 -13.943 0.0980
H 18.208 -23.828 -12.389 0.1009
H 15.207 -23.975 -13.089 0.1556
H 16.859 -26.014 -12.114 0.1390
H 15.133 -25.913 -12.441 0.1380
C 19.260 -19.851 -5.123 -0.0399
C 19.296 -20.749 -6.322 -0.3058
C 20.398 -20.351 -7.320 -0.0880
O 21.021 -21.591 -7.556 0.0609
C 20.606 -22.572 -6.735 -0.5204
O 21.043 -23.716 -6.652 0.1190
O 19.762 -22.028 -5.824 0.0725
H 18.456 -20.167 -4.458 0.0852
H 18.981 -18.855 -5.466 0.0918
H 20.177 -19.836 -4.533 0.0965
H 18.296 -20.756 -6.756 0.1554
H 21.129 -19.710 -6.826 0.1332
H 19.989 -19.890 -8.219 0.1377
C 14.749 -14.280 -6.239 -0.0127
C 13.991 -13.331 -5.314 -0.3024
C 12.916 -13.995 -4.460 -0.1121
O 13.069 -13.342 -3.229 0.0592
C 14.240 -12.642 -3.198 -0.5196
O 14.686 -12.042 -2.196 0.0920
O 14.871 -12.694 -4.355 0.1040
H 14.107 -14.888 -6.877 0.0928
H 15.408 -14.871 -5.603 0.0937
H 15.382 -13.629 -6.842 0.0818
H 13.462 -12.556 -5.870 0.1508
H 12.985 -15.079 -4.366 0.1369
H 11.926 -13.706 -4.812 0.1360
C 18.101 -29.507 -6.415 -0.0408
C 18.772 -30.826 -6.449 -0.3112
C 18.030 -32.130 -6.839 -0.0803
O 18.723 -32.488 -8.022 0.0544
C 19.862 -31.776 -8.252 -0.5134
O 20.628 -31.839 -9.184 0.1467
O 19.908 -30.757 -7.346 0.0706
H 17.684 -29.093 -7.333 0.0907
H 18.772 -28.707 -6.102 0.0895
H 17.239 -29.420 -5.753 0.0890
H 19.100 -31.060 -5.437 0.1440
H 16.991 -31.837 -6.991 0.1280
H 17.999 -32.984 -6.163 0.1322
C 15.502 -18.005 0.250 -0.0141
C 15.545 -17.163 1.542 -0.3138
C 14.244 -16.408 1.805 -0.0642
O 13.845 -16.844 3.128 0.0772
C 14.757 -17.697 3.601 -0.5583
O 14.617 -18.260 4.707 0.0983
O 15.625 -17.975 2.672 0.0967
H 14.662 -18.691 0.137 0.0887
H 16.358 -18.650 0.051 0.0797
H 15.419 -17.258 -0.540 0.0854
H 16.445 -16.554 1.616 0.1560
H 13.468 -16.705 1.100 0.1335
H 14.514 -15.353 1.761 0.1353